[1]
# C8H9EuO8P

C8H9EuO8P as an isolated structure (ωB97M-V with the def2-TZVPD basis set, the OMol25 dataset).

Calculated values
- Energy relative to the best compared isomer or geometry (same formula, charge and spin): 57.69 kcal/mol
- Expectation value of S²: 15.76
- Highest occupied orbital energy (alpha / beta): -16.69 / -17.76 eV
- Largest force on an atom: 4.30 eV/Å
- Orbital gap (alpha / beta): 7.6 / 8.9 eV
- Electronic energy: -53420.871 eV
- 2S+1: 8
- Total charge: +2

Positions of all 27 atoms, in Å:
O (-0.142, 0.078, -5.273)
C (-0.143, 0.081, -4.130)
Eu (-0.132, 0.060, -1.474)
O (1.998, -2.657, -1.901)
C (1.305, -1.771, -1.979)
C (-1.587, 1.923, -1.941)
O (-2.282, 2.809, -1.915)
C (-1.992, -1.359, -1.954)
O (-2.875, -2.061, -1.929)
C (1.694, 1.529, -1.959)
O (2.592, 2.208, -1.904)
C (-1.775, 1.935, 2.432)
O (-1.054, 0.675, 2.553)
P (-0.674, 0.412, 1.059)
O (1.021, 0.849, 1.033)
C (2.235, 0.056, 1.071)
O (-0.735, -1.283, 0.872)
C (0.050, -2.241, 1.609)
H (-2.275, 1.949, 3.413)
H (-2.472, 1.863, 1.582)
H (-1.074, 2.755, 2.236)
H (3.118, 0.708, 0.777)
H (2.343, -0.345, 2.098)
H (2.132, -0.783, 0.356)
H (0.821, -2.533, 0.886)
H (0.504, -1.735, 2.472)
H (-0.599, -3.121, 1.909)


[2]
# C8H9EuO8P

C8H9EuO8P as an isolated structure (ωB97M-V with the def2-TZVPD basis set, the OMol25 dataset).

Calculated values
- Energy relative to the best compared isomer or geometry (same formula, charge and spin): 0.00 kcal/mol
- Expectation value of S²: 12.02
- Highest occupied orbital energy (alpha / beta): -21.14 / -21.14 eV
- Largest force on an atom: 4.94 eV/Å
- Orbital gap (alpha / beta): 5.0 / 8.2 eV
- Electronic energy: -53407.683 eV
- 2S+1: 7
- Total charge: +3

Positions of all 27 atoms, in Å:
O (-0.018, 3.964, -0.646)
C (-0.006, 2.832, -0.482)
Eu (-0.067, -0.042, 0.579)
O (0.029, -0.056, -3.202)
C (0.026, 0.010, -2.055)
C (0.006, -2.455, -0.594)
O (0.039, -3.561, -0.887)
C (-2.546, 0.059, -0.455)
O (-3.665, 0.077, -0.684)
C (2.473, 0.027, -0.300)
O (3.585, -0.019, -0.577)
C (-0.384, 2.239, 3.285)
O (-0.784, 0.949, 2.730)
P (-0.956, -0.528, 3.644)
O (-0.315, -0.153, 5.055)
C (0.980, 0.288, 5.510)
O (0.342, -1.277, 2.707)
C (1.712, -1.579, 3.109)
H (-0.960, 3.006, 2.761)
H (0.685, 2.408, 3.084)
H (-0.598, 2.306, 4.363)
H (1.473, 0.981, 4.819)
H (0.791, 0.782, 6.463)
H (1.612, -0.581, 5.695)
H (2.306, -0.653, 3.184)
H (1.720, -2.134, 4.064)
H (2.147, -2.197, 2.308)


[3]
# C8H9F

One molecule with the formula C8H9F (ωB97M-V with the def2-TZVPD basis set, the OMol25 dataset).

Calculated values
- Energy relative to the best compared isomer or geometry (same formula, charge and spin): 39.62 kcal/mol
- Expectation value of S²: 2.07
- Highest occupied orbital energy (alpha / beta): -7.19 / -8.97 eV
- Largest force on an atom: 4.30 eV/Å
- Orbital gap (alpha / beta): 8.0 / 7.7 eV
- Electronic energy: -11151.892 eV
- 2S+1: 3

Positions of all 18 atoms, in Å:
C (1.808, -1.546, -0.530)
C (0.425, -1.346, -0.905)
C (2.538, -0.682, 0.188)
C (3.003, 0.685, 0.360)
C (-0.470, -0.466, -0.536)
C (-1.297, 0.409, -0.075)
C (-1.652, 1.577, -0.966)
C (-1.934, 0.179, 1.278)
F (3.569, 0.922, 1.498)
H (2.290, -2.457, -0.940)
H (0.095, -2.134, -1.566)
H (3.447, -1.233, 0.428)
H (-1.261, 1.463, -1.914)
H (-2.747, 1.671, -1.137)
H (-1.397, 2.518, -0.497)
H (-2.435, 1.137, 1.667)
H (-2.704, -0.679, 1.462)
H (-1.278, -0.016, 2.186)


[4]
# C8H9F2NO6P

A 2-piece molecular cluster, C8H9F2NO6P overall (ωB97M-V with the def2-TZVPD basis set, the OMol25 dataset).

Calculated values
- Highest occupied orbital energy: -3.88 eV
- Largest force on an atom: 5.07 eV/Å
- Orbital gap: 4.3 eV
- Electronic energy: -36938.522 eV
- Total charge: -1

Positions of all 27 atoms, in Å:
O (-0.607, 1.323, 0.245)
C (-0.330, 2.327, -0.417)
F (0.970, 2.343, -1.052)
N (-1.161, 3.482, -0.677)
P (-2.884, 3.303, -0.132)
C (-0.544, 4.730, -0.241)
O (-0.111, 4.993, 0.886)
F (-0.428, 5.777, -1.223)
H (-2.905, 1.991, -0.741)
H (-3.311, 3.960, -1.373)
H (-2.897, 4.648, 0.470)
H (-2.526, 2.802, 1.173)
H (-4.294, 3.164, 0.200)
C (1.998, -4.493, 0.608)
C (2.200, -4.102, -0.651)
C (1.728, -2.774, -1.139)
O (1.948, -2.445, -2.292)
C (1.006, -1.914, -0.198)
C (0.800, -2.306, 1.063)
C (1.296, -3.622, 1.557)
O (1.107, -3.941, 2.719)
O (0.129, -1.519, 1.947)
O (2.847, -4.900, -1.545)
H (2.337, -5.453, 0.975)
H (0.652, -0.960, -0.568)
H (0.115, -2.022, 2.783)
H (2.865, -4.392, -2.379)


[5]
# C8H9F6O10S2Ti

C8H9F6O10S2Ti as an isolated structure (ωB97M-V with the def2-TZVPD basis set, the OMol25 dataset).

Calculated values
- Energy relative to the best compared isomer or geometry (same formula, charge and spin): 0.00 kcal/mol
- Expectation value of S²: 3.76
- Highest occupied orbital energy (alpha / beta): 1.47 / -3.16 eV
- Largest force on an atom: 3.53 eV/Å
- Orbital gap (alpha / beta): 3.5 / 8.1 eV
- Electronic energy: -90009.964 eV
- 2S+1: 4
- Total charge: -2

Positions of all 36 atoms, in Å:
Ti (1.439, -15.060, 12.142)
C (2.432, -12.265, 9.958)
C (1.357, -13.268, 9.499)
O (1.442, -14.449, 9.998)
O (0.456, -12.851, 8.760)
H (2.056, -11.244, 9.944)
H (3.290, -12.298, 9.279)
H (2.740, -12.544, 10.967)
C (3.828, -18.985, 11.661)
F (4.803, -19.003, 12.589)
F (4.135, -19.930, 10.755)
F (2.647, -19.306, 12.200)
S (3.717, -17.287, 10.861)
O (5.086, -16.952, 10.556)
O (2.851, -17.535, 9.722)
O (3.099, -16.463, 11.910)
C (-2.141, -13.994, 13.649)
F (-1.818, -13.237, 14.719)
F (-1.782, -15.256, 13.893)
F (-3.472, -13.962, 13.517)
S (-1.302, -13.340, 12.126)
O (0.108, -13.133, 12.451)
O (-1.556, -14.363, 11.140)
O (-2.030, -12.118, 11.827)
O (1.096, -16.140, 14.171)
C (1.475, -17.139, 14.820)
O (2.501, -17.043, 15.747)
C (2.582, -18.277, 16.459)
C (1.863, -19.347, 15.600)
C (0.924, -18.522, 14.734)
H (2.085, -18.050, 17.413)
H (3.606, -18.545, 16.719)
H (1.354, -20.021, 16.287)
H (2.654, -19.804, 15.006)
H (-0.153, -18.557, 14.940)
H (1.010, -18.767, 13.662)


[6]
# C8H9IN2S

A 2-piece molecular cluster, C8H9IN2S overall (ωB97M-V with the def2-TZVPD basis set, the OMol25 dataset).

Calculated values
- Energy relative to the best compared isomer or geometry (same formula, charge and spin): 32.09 kcal/mol
- Highest occupied orbital energy: -8.12 eV
- Largest force on an atom: 4.18 eV/Å
- Orbital gap: 6.3 eV
- Electronic energy: -30352.081 eV

Positions of all 21 atoms, in Å:
C (-3.050, 1.309, 0.446)
C (-1.959, 2.161, 0.079)
C (-2.875, -0.044, 0.575)
C (-0.704, 1.609, 0.047)
C (-1.576, -0.588, 0.498)
C (-0.472, 0.218, 0.225)
C (2.025, -0.477, 0.879)
C (0.827, -0.315, 0.348)
N (3.097, -0.353, -1.102)
N (3.248, -0.523, 0.222)
S (0.436, -1.687, -2.059)
I (4.246, -2.472, 0.777)
H (-4.059, 1.758, 0.427)
H (-2.207, 3.206, -0.136)
H (-3.651, -0.650, 0.726)
H (0.043, 2.254, -0.206)
H (-1.339, -1.614, 0.434)
H (1.996, -0.339, 1.996)
H (3.971, -0.591, -1.589)
H (2.407, -0.862, -1.521)
H (-0.405, -2.000, -1.066)


[7]
# C8H9N

One molecule with the formula C8H9N (ωB97M-V with the def2-TZVPD basis set, the OMol25 dataset).

Calculated values
- Energy relative to the best compared isomer or geometry (same formula, charge and spin): 139.43 kcal/mol
- Highest occupied orbital energy: -7.84 eV
- Largest force on an atom: 4.11 eV/Å
- Orbital gap: 7.7 eV
- Electronic energy: -9925.547 eV

Positions of all 18 atoms, in Å:
C (-0.283, 1.999, -0.247)
C (0.925, 1.502, -0.220)
C (-1.566, 1.293, -0.034)
C (-1.698, 0.015, 0.328)
C (1.397, 0.155, 0.134)
C (0.527, -0.978, 0.000)
C (2.581, -0.092, 0.752)
C (0.650, -2.192, -0.490)
N (-2.762, -0.838, 0.550)
H (-0.527, 2.958, -0.552)
H (1.783, 2.021, -0.575)
H (-2.472, 2.045, -0.116)
H (2.688, -1.120, 1.114)
H (3.380, 0.649, 0.738)
H (1.724, -2.341, -0.858)
H (0.000, -3.000, -0.581)
H (-3.768, -0.491, 0.213)
H (-2.582, -1.584, -0.156)


[8]
# C8H9N2

An isolated ion of composition C8H9N2 and charge +1 (ωB97M-V with the def2-TZVPD basis set, the OMol25 dataset).

Calculated values
- Energy relative to the best compared isomer or geometry (same formula, charge and spin): 67.70 kcal/mol
- Highest occupied orbital energy (alpha / beta): -11.69 / -11.62 eV
- Largest force on an atom: 3.63 eV/Å
- Orbital gap (alpha / beta): 6.5 / 6.3 eV
- Electronic energy: -11410.889 eV
- Total charge: +1

Positions of all 19 atoms, in Å:
C (-2.595, -0.740, 0.246)
C (-2.148, 0.563, 0.108)
C (-1.521, -1.697, 0.282)
C (-0.189, -1.379, 0.377)
C (-0.831, 0.805, -0.161)
C (1.465, 0.320, -0.100)
C (0.421, 2.899, -0.428)
C (2.527, -0.684, -0.182)
N (-0.444, 2.103, -0.248)
N (0.238, -0.072, 0.078)
H (-3.643, -1.000, 0.370)
H (-2.709, 1.487, 0.063)
H (-1.894, -2.677, 0.330)
H (0.496, -2.093, 0.155)
H (0.858, 3.764, 0.051)
H (1.557, 1.378, -0.253)
H (3.543, -0.308, -0.049)
H (2.460, -1.222, -1.217)
H (2.410, -1.446, 0.579)


[9]
# C8H9N3O2S

One molecule with the formula C8H9N3O2S (ωB97M-V with the def2-TZVPD basis set, the OMol25 dataset).

Calculated values
- Energy relative to the best compared isomer or geometry (same formula, charge and spin): 85.82 kcal/mol
- Highest occupied orbital energy: -8.61 eV
- Largest force on an atom: 9.50 eV/Å
- Orbital gap: 8.9 eV
- Electronic energy: -27837.137 eV
- SMILES: ONC(=S)N/N=C\c1ccccc1O

Positions of all 23 atoms, in Å:
O (-4.885, 1.204, -0.688)
N (-3.468, 1.005, -0.924)
C (-3.125, -0.215, -0.269)
S (-4.313, -1.195, 0.310)
N (-1.832, -0.339, -0.100)
N (-1.240, -1.509, 0.522)
C (0.034, -1.596, 0.727)
C (1.036, -0.594, 0.263)
C (1.017, 0.540, 0.861)
C (2.113, 1.551, 0.884)
C (3.091, 1.278, -0.118)
C (3.059, 0.058, -0.813)
C (2.184, -0.928, -0.440)
O (2.234, -2.182, -0.922)
H (-5.257, 0.481, -0.101)
H (-3.202, 1.765, -0.215)
H (-1.130, 0.551, -0.098)
H (0.504, -2.422, 1.301)
H (0.197, 0.724, 1.608)
H (2.244, 2.552, 1.482)
H (3.811, 1.968, -0.395)
H (4.013, -0.361, -1.332)
H (2.915, -2.335, -1.545)


[10]
# C8H9N3O2S

One molecule with the formula C8H9N3O2S (ωB97M-V with the def2-TZVPD basis set, the OMol25 dataset).

Calculated values
- Energy relative to the best compared isomer or geometry (same formula, charge and spin): 0.00 kcal/mol
- Highest occupied orbital energy (alpha / beta): -7.92 / -7.92 eV
- Largest force on an atom: 6.12 eV/Å
- Orbital gap (alpha / beta): 7.7 / 7.7 eV
- Electronic energy: -27840.859 eV
- SMILES: NC1=Nc2ccccc2[C@@H]1S(N)(=O)=O

Positions of all 23 atoms, in Å:
N (0.408, -3.095, -0.949)
C (0.254, -1.741, -0.923)
N (1.359, -0.818, -0.874)
C (0.832, 0.382, -0.613)
C (1.528, 1.656, -0.515)
C (0.747, 2.742, -0.310)
C (-0.657, 2.706, -0.188)
C (-1.333, 1.521, -0.327)
C (-0.622, 0.332, -0.465)
C (-0.977, -1.087, -0.592)
S (-1.371, -1.732, 1.095)
N (0.056, -1.426, 1.939)
O (-2.374, -0.927, 1.730)
O (-1.447, -3.170, 0.936)
H (1.358, -3.473, -0.970)
H (-0.379, -3.621, -0.536)
H (2.570, 1.469, -0.528)
H (1.270, 3.707, -0.515)
H (-1.178, 3.589, 0.049)
H (-2.492, 1.422, -0.339)
H (-1.850, -1.335, -1.327)
H (0.925, -1.331, 1.274)
H (0.115, -0.482, 2.342)


> The lowest electronic energy belongs to which entry?

C8H9F6O10S2Ti